Entry 1:
Molecular formula: C19H26F3N3OPSTc
Method: DFT, ωB97M-V with the def2-TZVPD basis set

Spin multiplicity   4
E_tot   -57090.672 eV
Strongest force on any atom   0.688 eV/Å
Net charge   +3
Expectation value of S²   3.79
HOMO level (spin up / spin down)   -0.6361 / -0.6481 Ha
HOMO-LUMO gap (spin up / spin down)   7.31 / 5.12 eV

Last column: Löwdin spin population.
Positions of all 55 atoms, in Å:
H: 0.38579 -6.30665 -1.68952  0.000
O: 0.50042 -2.98264 -3.48418  0.195
C: -2.60618 4.60684 -0.53026  0.006
C: -4.00881 4.22646 -0.97055  0.000
S: -1.87501 1.85373 -0.16985  0.110
H: 0.76495 -0.90437 2.46311  0.000
H: -1.89709 2.17928 3.14269  0.000
C: -1.70279 3.62692 -0.18247  0.025
C: 3.29254 -0.26409 -1.72871  -0.001
C: -2.17372 5.92477 -0.45446  0.019
C: -1.21354 -5.36565 -2.81853  0.047
H: -0.52586 7.23984 0.01168  0.000
H: 0.44352 -4.64319 1.68202  0.005
N: 0.78789 -4.30221 -1.66722  0.521
C: 0.76919 -0.97325 -0.88489  0.011
H: 1.92613 -3.65449 -0.04527  0.003
C: 0.85738 -3.05723 -2.34075  0.008
H: -1.35711 -4.65409 -3.62304  0.001
H: 0.99484 5.35878 0.60205  0.000
F: -3.93771 3.33293 -1.96663  0.000
N: 1.27569 0.22224 -0.52847  0.012
H: 2.88612 1.54630 -0.65926  0.003
H: -0.54603 -3.61057 0.62423  0.000
H: 1.79542 -5.40754 -0.25788  0.016
H: -0.24275 -1.18438 -0.56207  0.000
H: -0.59286 -5.37072 0.45363  0.000
H: 1.08099 2.55500 4.54399  0.000
H: 2.18019 2.89235 3.19268  0.001
H: 4.27564 0.05164 -2.04892  0.000
H: 2.27739 0.03662 2.55525  0.000
F: -4.66311 3.65451 0.04627  0.000
C: 0.05180 -4.52143 0.67260  0.054
H: -1.48367 -6.36039 -3.17054  0.003
H: 1.27309 -0.18230 4.00255  0.001
H: -1.22239 1.02999 4.32308  -0.002
C: -1.32292 1.26041 3.25965  -0.002
C: -0.87307 6.21815 -0.04865  0.008
H: -1.84853 0.44985 2.75692  0.001
F: -4.68537 5.28500 -1.38277  0.000
C: 2.51583 0.56139 -0.94564  0.018
H: 0.62024 3.74631 3.31287  0.000
H: -1.85842 -5.12072 -1.97458  0.001
C: 1.24486 -4.46579 -0.29631  0.059
C: 1.13209 2.79892 3.47956  0.009
C: 2.75530 -1.47907 -2.12420  0.010
C: -0.02338 5.18675 0.28007  0.008
N: -0.44823 3.90674 0.22118  0.014
H: -2.85661 6.72217 -0.72177  0.001
C: 1.48200 -1.84556 -1.68532  -0.007
Tc: 0.34919 1.97748 0.23427  1.724
C: 1.25315 -0.04325 2.91858  0.009
H: 0.90275 -5.62038 -3.23726  0.033
P: 0.32604 1.46421 2.57475  0.011
C: 0.25129 -5.46624 -2.36622  0.067
H: 3.31346 -2.12940 -2.78752  0.000

Entry 2:
Molecular formula: C19H26FN6NiO2
Method: DFT, ωB97M-V with the def2-TZVPD basis set

Spin multiplicity   3
E_tot   -76912.437 eV
Strongest force on any atom   0.940 eV/Å
Net charge   +1
Expectation value of S²   2.01
HOMO level (spin up / spin down)   -0.3869 / -0.3879 Ha
HOMO-LUMO gap (spin up / spin down)   7.35 / 6.96 eV

Last column: Löwdin spin population.
Positions of all 55 atoms, in Å:
H: 0.18261 -1.93104 -4.74344  -0.001
H: -0.03880 -4.12193 1.87003  0.000
H: 4.34742 -0.33966 0.90435  0.000
C: -0.30197 -2.93032 0.06759  0.000
H: 1.86093 3.08672 1.44965  0.001
H: -1.51013 4.87862 1.33534  0.001
H: 2.06979 -3.94230 0.79325  0.000
H: 4.20863 -2.78660 1.19463  0.000
C: 1.12797 -0.80212 -0.02006  0.016
C: 2.03841 2.05577 -1.11464  0.000
C: 2.46695 1.38367 0.19612  0.002
H: 1.13700 -1.59951 -2.48862  0.001
H: 0.96328 2.23388 -1.17025  0.000
H: -3.14529 0.57792 -3.70325  -0.001
C: -2.21158 0.08439 -3.46710  -0.004
C: -2.07991 3.13927 2.28281  0.003
C: 3.34189 -2.22846 0.86541  0.006
H: 2.30589 1.44896 -1.97970  0.000
H: 0.73643 1.70701 1.45195  0.009
N: -1.51322 3.87174 1.29608  0.001
O: -3.11388 1.27694 3.95753  0.001
C: -0.75771 -3.41567 1.44936  0.000
C: 2.14227 -2.87396 0.62738  -0.001
H: 2.21636 1.59834 2.35307  0.001
Ni: -0.95312 1.15201 0.46025  1.566
C: 2.31787 -0.12486 0.25872  0.009
H: -1.96437 -0.86880 -5.36918  0.002
H: -1.06245 -2.24140 -0.30000  0.000
H: -1.72085 -3.92492 1.37366  0.000
C: 1.01701 -2.17760 0.19256  0.010
H: 3.53430 1.58497 0.29777  0.001
H: -1.18724 -4.60389 -0.98345  0.000
H: -0.07990 3.55650 -0.04936  0.001
N: -2.04845 1.83685 2.01473  0.020
O: -2.30500 -0.23430 2.66476  0.001
C: -0.34532 -1.31835 -4.02414  -0.003
C: -1.64200 0.23325 -2.23210  0.022
N: -0.01446 -0.06577 -0.51494  0.178
C: 0.19374 -1.14096 -2.75633  0.025
C: 3.41730 -0.85803 0.69781  -0.001
N: -2.51180 0.90516 2.96370  0.001
C: -1.54617 -0.71944 -4.38316  0.029
H: -1.62570 3.35480 -0.62766  0.001
C: 1.79372 1.99452 1.43006  0.023
H: 0.08016 -3.79588 -1.90579  0.000
H: -0.86766 -2.58543 2.15173  0.000
H: -2.99096 3.19074 4.06195  0.000
H: 2.54519 3.01942 -1.21664  0.000
H: -2.47735 4.75497 3.45313  0.000
F: -2.27325 1.05954 -1.29855  0.036
N: -1.00816 3.20620 0.16734  0.038
C: -0.21714 -4.10968 -0.90508  0.001
C: -0.46357 -0.35689 -1.80925  0.005
N: -2.57017 3.76038 3.33827  0.000
H: 0.50248 -4.85478 -0.55826  0.000

Entry 3:
Molecular formula: C19H26GaN4SSe2
Method: DFT, ωB97M-V with the def2-TZVPD basis set

ΔE to the lowest compared entry with this formula, charge and spin   59.0 kJ/mol
E_tot   -219985.128 eV
Strongest force on any atom   0.796 eV/Å
Net charge   +1
HOMO level   -0.4062 Ha
HOMO-LUMO gap   7.44 eV

Last column: natural (NBO) charge in e.
Positions of all 53 atoms, in Å:
H: -2.42087 1.25988 4.64820  0.416
H: -2.31486 2.89463 4.07045  0.418
H: -3.53881 0.79091 -1.89706  0.235
H: 1.39368 -1.53455 -0.71135  0.235
H: -0.33264 -0.39930 -4.41661  0.231
C: -1.93658 -4.87052 0.19754  -0.217
H: 1.29758 -0.68749 -3.77537  0.239
H: -2.66826 -5.66683 0.17265  0.225
N: 0.47998 2.03230 1.63993  -0.351
C: -1.23538 -4.53088 -0.94881  -0.198
C: -0.03216 -2.81688 0.26269  -0.059
H: -4.17741 -0.75207 0.19559  0.232
Se: 0.25153 1.22957 -2.57902  0.269
C: -1.68601 -4.18429 1.37748  -0.215
H: -1.80227 2.58517 -2.25031  0.235
H: 5.13085 2.68207 -1.56320  0.240
C: 2.40731 2.17805 0.36139  0.169
C: 4.56708 0.83174 -0.62594  -0.234
H: 3.14279 3.89619 -0.68591  0.240
H: 1.88426 -2.10924 0.88798  0.236
C: -0.30255 -3.50361 -0.91879  -0.222
H: 0.23957 -3.24525 -1.82196  0.206
C: -1.67594 1.56737 -2.61920  -0.572
H: 2.01322 4.80169 1.44154  0.247
H: -0.12028 -1.27091 -2.86581  0.215
H: -2.22810 -4.44398 2.27804  0.222
Se: -2.10642 0.66058 0.12663  0.372
H: -1.97685 1.53804 -3.66528  0.239
C: 4.40682 2.17180 -0.94250  -0.121
H: -2.71707 -1.79017 0.08623  0.237
H: -3.16399 -1.02148 1.62982  0.245
H: -0.53348 -2.66942 2.34677  0.202
H: 0.94082 4.68851 0.03949  0.243
C: 1.11662 4.31747 1.05249  -0.687
N: 2.54487 0.87106 0.62877  -0.509
C: -0.73916 -3.17342 1.41084  -0.172
S: -0.57674 -0.11995 3.24241  -0.280
C: 0.26295 -0.48446 -3.51124  -0.782
C: -3.16187 -0.91247 0.54853  -0.773
C: -1.04686 1.56754 3.18756  0.322
Ga: 0.54253 -0.00885 1.19443  1.368
H: 3.68320 -0.82852 0.41615  0.219
H: -2.28983 -0.45026 -2.13106  0.224
C: 3.59915 0.21688 0.14976  0.080
H: 5.42613 0.27212 -0.96663  0.244
H: 0.26876 4.57461 1.67861  0.270
C: 1.03322 -1.76211 0.29198  -0.927
N: -0.49999 2.48673 2.43556  -0.423
C: 1.27275 2.83628 1.02448  0.277
C: 3.31248 2.85714 -0.44165  -0.210
H: -1.40699 -5.07027 -1.87151  0.222
C: -2.47428 0.57320 -1.80771  -0.557
N: -2.05247 1.92564 3.99297  -0.765

Entry 4:
Molecular formula: C19H26IrN4O3S5
Method: DFT, ωB97M-V with the def2-TZVPD basis set

E_tot   -89239.162 eV
Strongest force on any atom   0.624 eV/Å
Net charge   +1
HOMO level   -0.3885 Ha
HOMO-LUMO gap   6.47 eV

Last column: natural (NBO) charge in e.
Positions of all 58 atoms, in Å:
N: 3.27569 -1.21674 1.77567  -0.421
H: 2.89595 1.13261 -0.74438  0.437
C: 5.36877 -2.29697 0.06014  -0.411
H: 4.16194 -3.04769 2.29694  0.230
H: -1.93376 1.70971 -4.79402  0.230
H: 4.97254 -1.62193 2.98309  0.207
H: -0.52730 1.09308 -6.76934  0.232
H: 1.67469 1.92019 -3.82624  0.423
C: 3.50975 -3.10070 -1.31777  -0.408
H: 3.41187 -2.15328 3.62422  0.218
C: 3.46737 0.37700 -2.53006  0.701
H: 0.51340 -2.13164 -5.09183  0.230
H: 5.77733 -1.89973 -0.87091  0.222
H: 2.43535 -3.26098 -1.31980  0.224
H: -0.22436 2.76742 -6.31290  0.216
H: 4.70264 0.49315 -4.88273  0.230
H: 5.60955 -1.59634 0.85217  0.216
S: -3.95016 -1.39117 2.87085  0.370
C: 1.32011 1.56807 -1.90423  0.366
O: 2.08593 -1.13494 -0.17762  -0.781
S: -1.50683 -1.73669 -0.59313  0.238
C: -0.86828 1.51095 -4.66773  -0.411
C: -0.12922 1.73187 -5.98187  -0.615
O: -6.10816 -2.70065 2.09995  -0.505
H: 0.93771 1.50043 -5.90038  0.193
C: 2.61839 -0.07181 2.38307  -0.416
C: 2.97167 -0.18588 -3.81664  -0.227
Ir: 0.08987 -0.50899 0.24367  0.468
C: 2.20612 -1.39223 -6.18766  -0.176
H: 3.99349 -0.54602 -7.02086  0.234
C: -2.79548 -1.86432 0.51876  -0.462
C: -2.63741 -1.27845 1.73577  -0.449
C: 3.77358 -0.05873 -4.94710  -0.112
S: 0.24773 1.67873 -0.54404  -0.100
H: 1.19237 -1.05194 -2.97307  0.225
H: 5.83436 -3.25832 0.27736  0.211
C: 1.79206 -0.92595 -3.86798  -0.201
H: -1.02176 2.38769 -2.67932  0.242
N: 2.57686 1.08564 -1.70036  -0.641
H: -0.78444 0.46753 -4.35384  0.208
H: 1.84381 -0.39355 3.08259  0.216
O: 4.58956 0.20319 -2.12547  -0.544
H: -0.27346 3.43792 -3.87935  0.216
H: 2.16906 0.57013 1.62961  0.207
H: 1.90808 -1.86526 -7.11424  0.232
C: 1.41757 -1.53785 -5.05273  -0.202
H: 3.78895 -2.50886 -2.19292  0.200
N: 0.97406 1.98440 -3.09765  -0.523
C: 3.06685 -1.56873 0.49311  0.824
C: 3.37848 -0.65067 -6.13729  -0.220
C: -5.02296 -2.33496 1.78702  0.231
H: 4.01043 -4.06623 -1.37830  0.217
S: -4.29743 -2.67324 0.18081  0.362
C: 4.00898 -2.05860 2.71686  -0.411
C: -0.36288 2.40365 -3.54158  -0.223
N: 3.91993 -2.45095 -0.08050  -0.428
H: 3.35514 0.52098 2.92737  0.222
S: -1.16984 -0.46728 2.05118  0.188

| no. | molar mass (g/mol) |
| --- | --- |
| 1 | 530.47 |
| 2 | 448.15 |
| 3 | 570.16 |
| 4 | 710.99 |